C20H23CuPSe2 as an isolated structure in a non-equilibrium geometry. Source: the OMol25 dataset; level of theory: ωB97M-V/def2-TZVPD.

ORCA input file:
```
! wB97M-V def2-TZVPD RIJCOSX def2/J DEFGRID3
* xyz 0 2
C 0.733 2.980 0.608
C -2.474 1.904 0.215
C 0.762 3.247 -0.696
H 1.740 2.701 1.069
C -2.134 1.428 -0.983
H -3.420 1.561 0.661
H 1.744 3.430 -1.138
H -2.767 0.604 -1.409
C -0.362 3.182 -1.684
H 0.066 3.483 -2.653
H -1.143 3.915 -1.474
C -0.365 2.424 1.501
H -0.169 2.748 2.551
H -0.292 1.332 1.515
C -1.746 2.920 1.025
H -1.565 3.842 0.473
H -2.326 3.143 1.925
C -1.015 1.794 -1.901
H -1.448 1.824 -2.914
H -0.255 0.989 -1.954
Cu 1.230 -0.977 1.939
H 2.021 -0.622 0.685
Se 1.268 -3.051 3.063
P 1.319 -3.271 0.941
Se 1.273 -1.349 -0.501
C 2.787 -4.170 0.365
C 2.855 -4.847 -0.874
C 4.051 -5.486 -1.227
C 5.141 -5.473 -0.363
C 5.057 -4.818 0.883
C 3.876 -4.170 1.238
C -0.105 -4.274 0.412
C 0.013 -5.647 0.665
C -1.116 -6.453 0.547
C -2.355 -5.875 0.224
C -2.468 -4.482 0.055
C -1.347 -3.671 0.172
H 1.998 -4.853 -1.549
H 4.123 -5.988 -2.189
H 6.078 -5.963 -0.641
H 5.908 -4.801 1.556
H 3.771 -3.668 2.202
H 0.964 -6.073 0.946
H -1.038 -7.523 0.695
H -3.249 -6.519 0.111
H -3.442 -4.047 -0.172
H -1.416 -2.591 0.062
*
```

## Properties
* HOMO energy (spin up / spin down): -5.52 / -8.58 eV
* expectation value of S²: 0.76
* HOMO-LUMO gap (spin up / spin down): 5.429 / 8.245 eV
* DFT total energy: -7560.48874 Ha
* energy relative to the best compared isomer or geometry (same formula, charge and spin): 74.59 kJ/mol
* LUMO energy (spin up / spin down): -0.090 / -0.332 eV



A 2-piece molecular cluster, C20H23F3N overall in a non-equilibrium geometry. Source: the OMol25 dataset; level of theory: ωB97M-V/def2-TZVPD.

ORCA input file:
```
! wB97M-V def2-TZVPD RIJCOSX def2/J DEFGRID3
* xyz 1 1
F 5.775 1.805 1.259
C 5.492 0.645 1.925
F 6.219 -0.345 1.324
F 5.987 0.787 3.197
C 4.026 0.345 1.937
C 3.615 -0.975 1.773
C 2.267 -1.251 1.705
C 1.290 -0.217 1.812
C -0.064 -0.586 1.582
C -1.226 0.227 1.705
C -2.468 -0.442 1.924
C -3.660 0.261 2.008
C -3.654 1.662 1.908
C -2.448 2.343 1.691
C -1.255 1.642 1.542
C 1.755 1.084 2.169
C 3.111 1.375 2.157
H 4.341 -1.780 1.707
H 1.930 -2.282 1.579
H -0.239 -1.662 1.456
H -2.449 -1.530 2.053
H -4.596 -0.279 2.164
H -4.584 2.223 2.000
H -2.434 3.435 1.630
H -0.345 2.182 1.275
H 1.055 1.861 2.475
H 3.451 2.391 2.357
C -2.250 0.624 -2.009
C -1.533 -0.714 -2.187
C -2.404 -1.830 -1.619
C -1.225 -0.916 -3.706
C 0.243 -0.499 -3.888
C 0.879 -0.586 -2.487
N -0.220 -0.748 -1.594
H -3.191 0.604 -2.574
H -2.484 0.807 -0.956
H -1.635 1.448 -2.386
H -3.363 -1.863 -2.147
H -1.893 -2.791 -1.748
H -2.596 -1.672 -0.552
H -1.332 -1.980 -3.945
H -1.904 -0.337 -4.337
H 0.749 -1.153 -4.601
H 0.309 0.532 -4.253
H 1.568 -1.444 -2.461
H 1.476 0.314 -2.269
H -0.086 -0.716 -0.596
*
```

## Properties
* HOMO energy: -10.77 eV
* HOMO-LUMO gap: 4.337 eV
* DFT total energy: -1129.98429 Ha
* energy relative to the best compared isomer or geometry (same formula, charge and spin): 0.00 kJ/mol
* LUMO energy: -6.432 eV



A single C20H23FN2O2S molecule. Source: the OMol25 dataset; level of theory: ωB97M-V/def2-TZVPD.

ORCA input file:
```
! wB97M-V def2-TZVPD RIJCOSX def2/J DEFGRID3
* xyz 0 1
C -5.487 -2.287 0.236
C -4.040 -2.096 -0.041
C -3.018 -2.979 0.142
C -1.766 -2.468 -0.243
C -1.826 -1.180 -0.701
C -0.678 -0.445 -1.231
O 0.298 -1.051 -1.660
N -0.754 0.915 -1.294
C 0.329 1.640 -1.945
C 1.457 1.911 -0.931
O 1.630 3.007 -0.435
N 2.174 0.814 -0.666
C 3.194 0.743 0.358
C 4.504 0.209 -0.230
C 4.386 -1.261 -0.627
C 3.952 -2.105 0.567
C 2.618 -1.604 1.112
C 2.726 -0.137 1.523
C -1.596 1.684 -0.462
C -2.409 2.681 -0.989
C -3.198 3.455 -0.158
C -3.185 3.250 1.211
C -2.378 2.268 1.758
C -1.591 1.505 0.920
F -0.800 0.550 1.456
S -3.463 -0.593 -0.681
H -6.070 -2.182 -0.678
H -5.844 -1.542 0.946
H -5.658 -3.278 0.650
H -3.159 -3.969 0.537
H -0.841 -3.012 -0.182
H -0.053 2.593 -2.312
H 0.697 1.032 -2.773
H 1.875 -0.061 -1.083
H 3.338 1.772 0.709
H 4.781 0.812 -1.097
H 5.288 0.319 0.522
H 3.658 -1.373 -1.432
H 5.350 -1.613 -1.002
H 3.863 -3.152 0.269
H 4.711 -2.043 1.352
H 1.846 -1.721 0.349
H 2.319 -2.200 1.977
H 1.759 0.221 1.879
H 3.445 -0.041 2.339
H -2.424 2.836 -2.056
H -3.825 4.223 -0.584
H -3.800 3.857 1.857
H -2.339 2.093 2.821
*
```

## Properties
* HOMO energy: -8.69 eV
* SMILES: Cc1ccc(C(=O)N(CC(=O)NC2CCCCC2)c2ccccc2F)s1
* HOMO-LUMO gap: 9.025 eV
* DFT total energy: -1534.01809 Ha
* energy relative to the best compared isomer or geometry (same formula, charge and spin): 0.00 kJ/mol
* LUMO energy: 0.335 eV



C20H23InN10O6 as an isolated structure. Source: the OMol25 dataset; level of theory: ωB97M-V/def2-TZVPD.

ORCA input file:
```
! wB97M-V def2-TZVPD RIJCOSX def2/J DEFGRID3
* xyz 0 1
In 0.489 1.004 0.432
C 1.982 -3.479 1.113
C 0.483 -3.713 1.218
O -0.284 -2.845 0.396
C -0.112 -2.982 -0.994
C -0.217 -1.613 -1.630
O 0.773 -0.702 -1.145
C 2.088 -0.971 -1.623
C 3.010 0.125 -1.114
O 2.707 0.448 0.246
C 3.516 -0.157 1.273
C 3.525 -1.671 1.225
O 2.196 -2.102 1.256
H 2.399 -3.834 0.157
H 2.476 -4.055 1.907
H 0.160 -3.486 2.233
H 0.261 -4.765 0.999
H -0.898 -3.617 -1.424
H 0.845 -3.449 -1.240
H -1.179 -1.164 -1.393
H -0.128 -1.684 -2.718
H 2.084 -0.955 -2.717
H 2.408 -1.951 -1.270
H 2.860 1.037 -1.687
H 4.053 -0.184 -1.208
H 3.085 0.194 2.209
H 4.534 0.230 1.177
H 4.094 -2.036 2.091
H 4.040 -2.038 0.323
O -0.815 -1.550 3.356
C -0.661 -0.742 2.462
O 0.435 -0.160 2.136
C -1.891 -0.346 1.642
C -3.157 -0.782 2.073
C -4.252 -0.418 1.354
C -4.102 0.354 0.179
C -5.201 0.736 -0.623
C -5.007 1.454 -1.767
C -3.702 1.814 -2.160
C -2.619 1.466 -1.402
C -2.799 0.739 -0.207
N -1.714 0.388 0.563
H -3.203 -1.385 2.967
H -5.247 -0.718 1.663
H -6.196 0.442 -0.312
H -5.850 1.744 -2.379
H -3.548 2.371 -3.075
H -1.624 1.732 -1.723
N 0.439 4.427 -0.352
C 0.488 3.565 -1.422
N 0.373 3.951 -2.678
N 0.452 2.813 -3.394
N 0.593 1.793 -2.632
N 0.619 2.234 -1.339
C 0.918 4.094 0.904
N 1.385 4.960 1.771
N 1.720 4.211 2.848
N 1.467 2.974 2.646
N 0.937 2.852 1.399
H 0.511 5.404 -0.589
*
```

## Properties
* HOMO energy: -8.41 eV
* HOMO-LUMO gap: 7.545 eV
* DFT total energy: -1965.06998 Ha
* energy relative to the best compared isomer or geometry (same formula, charge and spin): 0.00 kJ/mol
* LUMO energy: -0.862 eV